No. 1
The following is a quantum chemistry calculation of C6H10O6Rb as an isolated structure in a non-equilibrium geometry, from the OMol25 dataset.

The geometry in XYZ format:
```
23
C6H10O6Rb (ωB97M-V with the def2-TZVPD basis set)
O -0.04 3.33 0.29
C 0.77 2.65 -0.27
O 1.22 1.46 0.11
C 0.58 0.79 1.23
C 0.94 -0.68 1.25
C 0.90 -1.40 -0.09
C -0.38 -1.21 -0.87
O -1.45 -1.87 -0.06
C -2.67 -1.64 -0.21
O -3.11 -0.99 -1.23
O -3.48 -2.06 0.68
H -0.50 0.98 1.18
H 0.99 1.30 2.12
H 0.25 -1.16 1.96
H 1.94 -0.79 1.69
H 1.05 -2.48 0.06
H 1.71 -1.07 -0.75
H -0.37 -1.72 -1.84
H -0.67 -0.16 -0.99
H -4.43 -1.88 0.52
Rb 3.84 1.53 -2.03
O 1.56 3.07 -1.27
H 1.36 4.00 -1.46
```

**Energy above the lowest of the compared OMol25 structures with the same formula, charge and spin**: 0.000 eV
**Multiplicity**: 2
**Frontier orbital gap (spin up / spin down)**: 11.09 / 5.27 eV
**Net charge**: +2



No. 2
The following is a quantum chemistry calculation of C10H7ClINO as an isolated structure in a non-equilibrium geometry, from the OMol25 dataset.

The geometry in XYZ format:
```
21
C10H7ClINO (ωB97M-V with the def2-TZVPD basis set)
C -2.63 1.99 -0.81
C -2.51 0.81 -0.75
C -1.98 -0.58 -0.54
C -1.37 -0.20 1.79
C -0.54 -0.58 -0.81
C -0.22 0.24 1.39
C -2.22 -1.07 0.91
C 0.29 -0.10 0.12
C 2.48 -0.48 -0.91
C -2.72 -2.25 1.30
N 1.66 0.24 -0.11
O 2.27 -1.53 -1.50
Cl -3.50 -3.44 0.22
I -2.39 -3.06 3.23
H -2.79 3.00 -0.63
H -2.57 -1.19 -1.32
H -1.97 -0.04 2.74
H -0.26 -0.68 -1.84
H 0.30 0.90 2.03
H 3.51 0.11 -0.93
H 1.95 0.94 0.51
```

**Energy above the lowest of the compared OMol25 structures with the same formula, charge and spin**: 0.511 eV
**Frontier orbital gap**: 8.65 eV



No. 3
The following is a quantum chemistry calculation of C2H7O2 as an isolated structure in a non-equilibrium geometry, from the OMol25 dataset.

The geometry in XYZ format:
```
11
C2H7O2 (ωB97M-V with the def2-TZVPD basis set)
C 0.86 0.31 0.56
O -0.43 0.57 1.01
C 0.78 -0.78 -0.55
H 1.43 1.28 0.25
H 1.64 -0.06 1.31
H 1.77 -1.17 -0.90
H 0.15 -1.48 0.02
H 0.24 -0.45 -1.43
H -1.63 0.34 0.55
H -2.19 1.06 -0.67
O -2.61 0.37 -0.15
```

**Energy above the lowest of the compared OMol25 structures with the same formula, charge and spin**: 0.691 eV
**Frontier orbital gap**: 8.13 eV
**Net charge**: -1



No. 4
The following is a quantum chemistry calculation of a 2-piece molecular cluster, C3H5NO4 overall in a non-equilibrium geometry, from the OMol25 dataset.

The geometry in XYZ format:
```
13
C3H5NO4 (ωB97M-V with the def2-TZVPD basis set)
C 1.25 -2.44 0.12
C -2.06 0.68 -0.42
C 0.01 -0.11 0.02
N 1.19 0.48 -0.03
O 2.04 0.28 1.13
O 1.36 -3.19 -0.76
O 1.78 1.19 -0.89
O -0.89 0.09 -0.85
H 2.45 1.16 1.22
H -1.98 1.68 -0.67
H -1.97 0.66 0.69
H -2.90 -0.01 -0.58
H -0.29 -0.48 1.02
```

**Energy above the lowest of the compared OMol25 structures with the same formula, charge and spin**: 6.379 eV
**Frontier orbital gap**: 9.21 eV



No. 5
The following is a quantum chemistry calculation of C18H22F6GaN4O9PS4 as an isolated structure, from the OMol25 dataset.

The geometry in XYZ format:
```
65
C18H22F6GaN4O9PS4 (ωB97M-V with the def2-TZVPD basis set)
Ga 0.75 -0.10 0.77
O 1.21 -3.05 3.31
C 0.78 -2.18 2.57
O 1.55 -1.33 1.91
C -0.66 -1.95 2.34
C -1.61 -2.74 2.96
C -2.95 -2.50 2.77
C -3.34 -1.39 1.95
C -4.68 -1.06 1.74
C -5.06 0.02 0.96
C -4.08 0.82 0.40
C -2.73 0.52 0.59
C -2.32 -0.60 1.34
N -0.99 -0.90 1.51
H -1.25 -3.55 3.59
H -3.71 -3.11 3.24
H -5.44 -1.69 2.20
H -6.11 0.24 0.80
H -4.35 1.68 -0.21
H -1.98 1.13 0.12
C -0.13 -1.36 -5.59
C 0.73 -1.61 -4.37
O 0.63 -0.53 -3.43
P -0.51 -0.54 -2.30
S 0.16 1.04 -1.14
S -0.93 -2.25 -1.54
O -1.82 0.02 -3.05
C -2.02 1.37 -3.48
C -3.50 1.56 -3.71
H 0.04 -2.14 -6.33
H 0.11 -0.39 -6.04
H -1.19 -1.36 -5.32
H 1.79 -1.66 -4.64
H 0.46 -2.55 -3.88
H -1.45 1.54 -4.40
H -1.65 2.06 -2.71
H -3.86 0.87 -4.47
H -3.70 2.58 -4.04
H -4.05 1.37 -2.79
F 5.17 1.81 -0.26
C 5.16 1.50 1.03
F 4.94 2.62 1.73
F 6.36 1.02 1.37
S 3.86 0.28 1.44
O 2.67 0.91 0.85
O 3.95 0.16 2.86
N 4.33 -1.00 0.66
S 3.55 -1.65 -0.55
O 2.17 -1.25 -0.70
O 3.88 -3.04 -0.66
C 4.33 -0.88 -2.04
F 3.86 0.34 -2.25
F 4.07 -1.63 -3.11
F 5.66 -0.81 -1.90
C 1.92 2.37 4.20
N 0.48 2.57 4.08
C -0.20 2.08 3.02
N -1.53 2.32 2.95
O 0.41 1.46 2.15
H 2.22 2.65 5.21
H 2.47 2.97 3.48
H 2.17 1.33 4.03
H 0.01 3.17 4.73
H -2.03 2.64 3.76
H -2.05 1.79 2.27
```

**Energy above the lowest of the compared OMol25 structures with the same formula, charge and spin**: 0.000 eV
**Multiplicity**: 2
**Frontier orbital gap (spin up / spin down)**: 4.88 / 7.82 eV
**Net charge**: -1



No. 6
The following is a quantum chemistry calculation of C5H11NOSi as an isolated structure in a non-equilibrium geometry, from the OMol25 dataset.

The geometry in XYZ format:
```
19
C5H11NOSi (ωB97M-V with the def2-TZVPD basis set)
C 2.57 -0.04 -1.01
C 1.89 1.69 0.85
C 0.37 -2.22 -0.63
C -1.86 -0.12 0.11
C 1.10 0.83 -0.14
N 3.58 -0.30 -1.50
O 0.19 -0.86 1.92
Si -0.06 -0.61 0.38
H 1.34 2.52 1.44
H 2.10 1.14 1.65
H 2.80 2.10 0.43
H 0.79 -1.94 -1.59
H 1.25 -2.69 -0.02
H -0.33 -3.06 -0.85
H -2.55 -0.93 0.14
H -2.15 0.57 0.91
H -1.96 0.48 -0.81
H 0.83 1.52 -1.01
H -0.08 -1.77 2.18
```

**Energy above the lowest of the compared OMol25 structures with the same formula, charge and spin**: 1.193 eV
**Frontier orbital gap**: 10.98 eV



No. 7
The following is a quantum chemistry calculation of C6H9N2O5P3S as an isolated structure in a non-equilibrium geometry, from the OMol25 dataset.

The geometry in XYZ format:
```
26
C6H9N2O5P3S (ωB97M-V with the def2-TZVPD basis set)
O 0.75 1.92 1.40
P 0.55 1.60 -0.02
C -0.45 0.10 -0.33
C -0.06 -1.07 -0.92
P 1.58 -1.54 -1.60
P 3.10 -1.07 -0.13
O 2.52 -0.80 1.18
O 4.09 -2.34 -0.11
O 4.05 0.10 -0.72
C -1.01 -2.11 -1.07
C -2.30 -2.02 -0.65
C -2.71 -0.83 -0.02
N -3.92 -0.53 0.49
S -3.82 0.94 1.06
N -2.30 1.31 0.72
C -1.79 0.22 0.12
H 1.71 1.42 -0.80
H -0.16 2.63 -0.68
H 1.82 -0.68 -2.69
H 4.95 -1.99 0.15
H 3.80 0.26 -1.63
H -0.69 -3.04 -1.53
H -2.98 -2.84 -0.77
O -2.46 3.73 2.68
H -2.10 2.93 2.29
H -2.19 3.69 3.60
```

**Energy above the lowest of the compared OMol25 structures with the same formula, charge and spin**: 0.253 eV
**Frontier orbital gap**: 8.31 eV



No. 8
The following is a quantum chemistry calculation of one molecule with the formula C10H18FN in a non-equilibrium geometry, from the OMol25 dataset.

The geometry in XYZ format:
```
30
C10H18FN (ωB97M-V with the def2-TZVPD basis set)
C -3.22 2.35 -0.55
C -2.99 1.21 -0.44
C -2.98 -0.14 0.10
N -1.71 -0.46 0.80
C -1.42 -1.95 1.06
C -0.60 -0.06 -0.03
C -0.27 -1.03 -1.23
F 0.67 -2.06 -0.93
C 0.72 0.08 0.85
C 1.77 0.85 -0.06
C 2.83 -0.28 -0.55
C 2.70 1.85 0.53
H -3.83 3.16 -1.34
H -3.36 -0.73 -0.84
H -3.85 -0.37 0.79
H -2.33 -2.60 1.60
H -1.21 -2.59 -0.03
H -0.55 -2.09 1.84
H -0.64 0.99 -0.54
H 0.07 -0.52 -2.11
H -1.30 -1.59 -1.34
H 1.29 -0.94 1.11
H 0.46 0.54 1.99
H 1.21 1.27 -0.87
H 2.31 -0.83 -1.32
H 3.74 0.33 -0.90
H 3.40 -0.86 0.34
H 2.20 2.77 0.98
H 3.41 1.58 1.32
H 3.46 2.14 -0.24
```

**SMILES**: C#CCN(C)[C@H](CF)CC(C)C
**Energy above the lowest of the compared OMol25 structures with the same formula, charge and spin**: 3.326 eV
**Frontier orbital gap**: 9.99 eV



No. 9
The following is a quantum chemistry calculation of C33H46BClF4N4NaO17S3 as an isolated structure in a non-equilibrium geometry, from the OMol25 dataset.

The geometry in XYZ format:
```
110
C33H46BClF4N4NaO17S3 (ωB97M-V with the def2-TZVPD basis set)
C -1.91 3.40 -0.13
C -0.94 2.77 -0.53
C 0.01 1.78 -1.24
N -0.39 0.38 -1.06
O -1.39 -0.06 -1.89
C -2.70 0.06 -1.28
C -3.59 0.89 -2.31
C 0.17 -0.46 -0.20
N 1.22 0.04 0.58
C 0.84 0.48 1.97
S 2.27 1.46 2.58
C 1.98 3.27 2.35
C 0.54 3.77 2.74
N -0.33 -1.80 -0.21
C 0.47 -2.49 -1.31
C -0.41 -3.55 -2.08
F 0.04 -4.85 -1.75
C 0.02 -2.57 1.03
C -0.96 -2.41 2.24
C -2.41 -3.00 2.01
C -3.40 -1.89 1.46
C -2.44 -4.34 1.18
H -2.83 3.98 0.00
H 1.06 2.00 -0.95
H -0.07 1.99 -2.34
H -2.69 0.65 -0.33
H -3.12 -0.96 -1.19
H -2.96 1.67 -2.79
H -4.47 1.34 -1.78
H -4.01 0.13 -3.02
H 1.98 -0.65 0.70
H -0.14 1.02 2.04
H 0.85 -0.43 2.63
H 2.71 3.79 3.02
H 2.28 3.52 1.30
H 0.02 4.18 1.85
H -0.06 3.00 3.29
H 0.65 4.63 3.47
H 0.72 -1.71 -2.08
H 1.44 -2.89 -0.94
H -0.26 -3.37 -3.18
H -1.50 -3.43 -1.88
H 1.05 -2.33 1.42
H 0.08 -3.64 0.73
H -0.49 -2.96 3.10
H -1.07 -1.35 2.58
H -2.80 -3.26 3.03
H -4.18 -1.61 2.22
H -2.78 -0.97 1.33
H -3.91 -2.20 0.51
H -2.74 -4.11 0.13
H -3.29 -4.98 1.64
H -1.48 -4.95 1.26
N -2.86 -2.87 -7.03
C -2.10 -2.73 -5.90
C -2.32 -1.48 -5.40
C -3.25 -0.84 -6.25
C -3.57 -1.72 -7.24
H -2.89 -3.69 -7.61
H -1.46 -3.53 -5.56
H -1.86 -1.06 -4.51
H -3.65 0.16 -6.14
H -4.24 -1.64 -8.09
Cl -4.65 -6.34 1.84
Na -2.16 -6.61 1.20
C -2.20 7.99 -2.70
C -2.87 8.68 -3.63
C -3.73 7.99 -4.65
O -4.34 8.66 -5.46
C -3.80 6.53 -4.61
C -3.13 5.84 -3.68
C -2.29 6.53 -2.65
O -1.71 5.86 -1.82
O -3.17 4.50 -3.62
O -2.81 10.02 -3.70
H -1.58 8.47 -1.96
H -4.41 6.04 -5.36
H -2.60 4.25 -2.87
H -3.38 10.27 -4.45
C 2.61 -6.35 -1.87
S 3.16 -7.63 -0.73
O 3.45 -6.97 0.57
C 4.74 -7.94 -1.54
H 1.65 -5.97 -1.54
H 3.33 -5.53 -1.89
H 2.50 -6.78 -2.87
H 5.32 -7.02 -1.57
H 4.56 -8.31 -2.55
H 5.28 -8.69 -0.96
C 5.34 -3.34 1.85
F 5.90 -2.74 2.91
F 6.18 -3.14 0.81
F 5.35 -4.66 2.10
S 3.64 -2.71 1.51
O 3.80 -1.28 1.25
O 2.87 -3.00 2.71
O 3.18 -3.45 0.34
B 3.81 3.78 7.19
O 4.22 4.80 8.18
C 3.11 5.33 8.70
O 3.09 6.18 9.54
C 1.92 4.69 8.06
O 0.77 4.94 8.30
O 2.33 3.78 7.18
O 4.34 4.11 5.85
C 5.10 3.09 5.46
O 5.69 3.03 4.41
C 5.10 2.04 6.52
O 5.68 0.99 6.49
O 4.33 2.45 7.54
```

**Frontier orbital gap**: 5.89 eV
**Net charge**: -1



No. 10
The following is a quantum chemistry calculation of one molecule with the formula C18H28N6O in a non-equilibrium geometry, from the OMol25 dataset.

The geometry in XYZ format:
```
53
C18H28N6O (ωB97M-V with the def2-TZVPD basis set)
C 3.83 5.80 -3.15
C 3.43 4.45 -2.55
C 2.39 4.56 -1.44
C 1.02 5.01 -1.96
N 2.25 3.28 -0.79
C 2.44 3.09 0.53
O 2.79 3.95 1.30
C 2.17 1.65 0.99
C 0.69 1.26 0.88
C 0.31 0.71 -0.45
N 0.75 1.07 -1.64
N 0.17 0.33 -2.58
C -0.65 -0.50 -1.98
C -1.53 -1.51 -2.43
C -2.23 -2.20 -1.50
C -2.08 -1.91 -0.10
N -2.83 -2.53 0.85
C -2.58 -2.22 2.24
C -1.56 -3.19 2.84
C -2.05 -4.63 2.69
C -1.01 -5.62 3.21
C -2.38 -4.90 1.22
C -3.37 -3.86 0.69
N -1.26 -0.97 0.32
N -0.59 -0.29 -0.61
H 4.17 6.47 -2.36
H 2.99 6.26 -3.66
H 4.63 5.67 -3.87
H 3.04 3.80 -3.34
H 4.32 3.97 -2.13
H 2.74 5.26 -0.67
H 0.31 5.05 -1.14
H 0.66 4.30 -2.70
H 1.08 5.99 -2.41
H 1.86 2.51 -1.34
H 2.48 1.59 2.03
H 2.78 0.97 0.40
H 0.45 0.48 1.62
H 0.07 2.13 1.11
H -1.61 -1.69 -3.49
H -2.93 -2.96 -1.82
H -2.23 -1.19 2.31
H -3.54 -2.31 2.77
H -1.40 -2.95 3.89
H -0.61 -3.07 2.31
H -2.97 -4.75 3.27
H -0.80 -5.43 4.25
H -0.08 -5.53 2.64
H -1.37 -6.64 3.11
H -2.81 -5.90 1.10
H -1.46 -4.86 0.62
H -3.61 -4.07 -0.35
H -4.30 -3.91 1.27
```

**SMILES**: CC[C@@H](C)NC(=O)CCc1nnc2ccc(N3CCC(C)CC3)nn12
**Energy above the lowest of the compared OMol25 structures with the same formula, charge and spin**: 0.000 eV
**Frontier orbital gap**: 8.70 eV



No. 11
The following is a quantum chemistry calculation of C15H21NO3 as an isolated structure in a non-equilibrium geometry, from the OMol25 dataset.

The geometry in XYZ format:
```
40
C15H21NO3 (ωB97M-V with the def2-TZVPD basis set)
C -6.33 -1.08 -0.47
H -5.75 -2.07 -0.69
H -7.28 -1.14 -0.40
H -6.20 -0.55 -1.50
C -5.72 -0.51 0.46
C -4.33 -0.21 0.41
C -3.92 0.87 -0.17
C -2.51 1.18 -0.73
C -1.61 0.25 -0.27
C -1.96 -0.95 0.50
C -3.41 -0.88 0.79
H -3.79 -1.86 1.19
H -1.28 -1.86 0.70
C -0.11 0.55 -0.46
O 0.21 1.13 -1.58
N 0.71 -0.14 0.46
H 0.52 -0.69 1.25
C 2.17 -0.11 0.14
C 3.04 -1.06 0.73
H 3.24 -0.72 1.88
H 2.20 -2.00 0.89
C 4.04 -1.63 0.21
C 3.75 -2.40 -1.14
H 2.99 -3.25 -0.77
H 3.29 -1.70 -2.18
H 4.72 -2.94 -1.66
C 5.18 -0.82 -0.30
H 4.81 0.20 -1.09
H 6.00 -1.11 -0.57
H 5.44 -0.08 0.65
H 4.66 -2.32 0.69
H 2.29 -0.18 -1.16
C 2.77 1.39 0.47
O 3.43 1.41 1.37
O 2.28 2.26 -0.34
H 1.66 2.21 -0.94
H -2.11 2.03 -1.32
H -4.54 1.76 -0.39
H -6.25 0.68 0.75
H -6.00 -0.78 1.63
```

**Energy above the lowest of the compared OMol25 structures with the same formula, charge and spin**: 15.779 eV
**Frontier orbital gap**: 9.32 eV



No. 12
The following is a quantum chemistry calculation of C16H29BiClLuN as an isolated structure in a non-equilibrium geometry, from the OMol25 dataset.

The geometry in XYZ format:
```
49
C16H29BiClLuN (ωB97M-V with the def2-TZVPD basis set)
Lu -1.66 2.47 -0.43
Cl -2.21 2.95 1.87
C -3.57 1.75 -1.38
C -1.26 4.53 -1.27
H -3.86 2.46 -2.18
H -3.48 0.76 -1.83
H -4.39 1.73 -0.65
H -1.93 4.78 -2.10
H -0.23 4.65 -1.62
H -1.43 5.25 -0.45
Bi 0.36 -0.65 -0.46
C 2.33 -0.16 0.58
C 0.05 1.26 -1.67
H 3.01 0.17 -0.22
H 2.18 0.64 1.31
H 2.70 -1.08 1.05
H 1.03 1.74 -1.82
H -0.32 0.93 -2.65
C 1.69 -6.62 2.35
C 1.06 -5.53 1.54
C 1.00 -5.67 0.15
C 0.32 -4.74 -0.65
C 0.28 -4.93 -2.14
C -0.30 -3.66 -0.03
C -0.04 -3.35 1.34
C 0.52 -4.40 2.14
N -0.20 -2.05 1.71
C -0.11 -1.57 3.12
C -1.11 -2.31 4.01
C 1.30 -1.73 3.68
C -0.48 -0.09 3.12
H 1.12 -7.55 2.28
H 2.70 -6.84 1.98
H 1.77 -6.34 3.41
H 1.47 -6.54 -0.32
H 1.23 -5.32 -2.50
H -0.50 -5.65 -2.44
H 0.07 -3.99 -2.66
H -0.99 -3.02 -0.61
H 0.58 -4.29 3.23
H -0.90 -3.38 4.07
H -1.05 -1.90 5.02
H -2.12 -2.17 3.63
H 2.03 -1.17 3.09
H 1.31 -1.33 4.71
H 1.61 -2.77 3.72
H 0.20 0.51 2.50
H -1.50 0.08 2.76
H -0.42 0.30 4.15
```

**Energy above the lowest of the compared OMol25 structures with the same formula, charge and spin**: 0.000 eV
**Frontier orbital gap**: 5.64 eV
**Net charge**: -1